No. 1
{"formula": "C23H41CoIP2", "method": "the ωB97M-V functional and the def2-TZVPD basis", "elements": ["Co", "C", "C", "C", "C", "C", "C", "H", "H", "H", "C", "H", "H", "H", "C", "H", "H", "H", "C", "H", "H", "H", "C", "H", "H", "H", "C", "C", "C", "C", "C", "C", "C", "C", "H", "H", "H", "H", "H", "H", "H", "H", "H", "H", "H", "H", "P", "C", "C", "P", "C", "C", "C", "H", "H", "H", "H", "H", "H", "H", "H", "H", "H", "H", "H", "H", "H", "I"], "xyz": [[-1.490863, 0.630830, -1.715046], [-0.872042, 0.245179, 0.531028], [-2.103633, 0.963201, 0.428520], [-2.367880, -1.061758, -0.687388], [-1.082901, -1.057699, -0.027860], [-3.029028, 0.174619, -0.345315], [0.342038, 0.710610, 1.234111], [0.152872, 1.646132, 1.780313], [1.177315, 0.867246, 0.532812], [0.664503, -0.043099, 1.964454], [-0.213905, -2.203317, 0.256649], [0.823301, -1.902948, 0.451752], [-0.249658, -2.941867, -0.544196], [-0.571626, -2.680216, 1.179171], [-3.046235, -2.218772, -1.327210], [-3.440158, -2.918105, -0.577679], [-2.377145, -2.783872, -1.983633], [-3.895413, -1.862950, -1.920638], [-4.513725, 0.408610, -0.322184], [-4.998415, -0.000600, 0.587362], [-4.990115, -0.079301, -1.182105], [-4.778317, 1.474909, -0.345663], [-2.516919, 2.077852, 1.318932], [-2.552476, 1.714230, 2.367814], [-3.531521, 2.431869, 1.059936], [-1.826269, 2.934504, 1.307740], [4.128624, 1.976028, -0.607233], [3.897955, 2.610305, 0.557499], [3.453526, 4.022545, 0.879913], [2.904590, 4.992351, -0.236695], [1.512012, 4.498922, -0.673845], [1.684060, 3.206807, -1.243740], [2.490254, 2.750082, -2.365896], [3.988193, 2.549894, -1.990043], [4.278265, 4.624555, 1.345265], [3.582747, 5.052041, -1.112436], [2.659461, 3.949908, 1.646267], [4.496288, 3.527724, -2.088606], [4.560865, 0.980470, -0.578580], [4.149094, 2.033628, 1.466196], [4.427338, 1.865900, -2.726484], [2.068130, 1.793539, -2.719535], [1.046153, 2.431029, -0.779559], [2.394596, 3.424239, -3.236782], [2.802967, 6.006693, 0.184559], [0.776733, 4.579693, 0.143072], [0.508739, 4.990151, -2.197987], [1.711130, 5.661853, -3.403695], [-0.571734, 6.389790, -1.774329], [-1.360884, 2.545840, -2.342495], [-0.449195, 3.884096, -3.251528], [-2.759532, 3.405725, -1.562975], [-2.188977, 1.874444, -3.843764], [1.915615, 4.951132, -4.214759], [2.656619, 5.937435, -2.931729], [1.286379, 6.552977, -3.872826], [-0.356567, 7.246347, -2.427418], [-0.389924, 6.707631, -0.743372], [-1.634427, 6.139945, -1.883501], [-1.448897, 2.017821, -4.633583], [-3.085318, 2.476677, -3.994721], [-2.416584, 0.811571, -3.740725], [0.207270, 3.426088, -4.026087], [-1.177947, 4.508373, -3.814569], [-3.315041, 2.622609, -1.044248], [-3.372308, 3.828112, -2.365378], [-2.464526, 4.137360, -0.811910], [0.333340, -0.483737, -2.922036]], "forces_ev_per_a": [[1.0139, -3.4874, 1.8678], [-1.5811, -0.5692, -0.3612], [0.0580, -0.9966, -0.0798], [0.1065, 0.3064, 1.5230], [-1.1117, 1.5028, -0.1188], [0.1437, -0.1493, 0.8759], [0.5193, 0.0522, 0.3025], [0.1068, -0.2200, -0.1590], [-0.1107, -0.0740, 0.2933], [0.0413, 0.2233, -0.0822], [0.5803, -0.5225, -0.1624], [-0.1914, -0.1169, -0.2740], [0.1828, -0.0599, 0.0503], [-0.0102, -0.0361, -0.1496], [-0.1442, -0.2917, -0.2307], [0.0684, 0.1243, -0.0868], [-0.0734, 0.0999, 0.0482], [0.1400, -0.2039, 0.0134], [-0.3581, -0.1515, -0.3338], [0.4152, 0.0853, -0.3573], [-0.0269, 0.1985, 0.1946], [0.0148, -0.2894, -0.1048], [-0.2241, 0.5801, 0.3539], [-0.0153, 0.1916, -0.5215], [0.5536, -0.0338, 0.2694], [-0.1900, -0.1245, -0.0072], [0.4499, 0.7375, 0.5996], [0.5831, -0.5431, -0.2054], [-0.2175, 1.0774, -0.2879], [-0.0558, 0.8326, -0.1663], [-0.4565, 1.0673, -0.4917], [-2.2005, -3.9373, 1.0251], [0.5913, -0.2583, -1.1306], [-0.2341, 0.3943, -0.4679], [-0.4772, -0.8328, -0.2082], [-0.3592, -0.0389, 0.6359], [0.3412, 0.0826, -0.1343], [-0.0014, -0.5630, 0.1045], [-0.2416, -0.0116, 0.2338], [-0.2791, 0.3392, -0.4566], [-0.0006, 0.2502, 0.1833], [0.1879, 0.2887, 0.2957], [0.4837, 0.2995, -0.4197], [0.5066, -0.3907, 0.3128], [0.3074, -0.3177, -0.0543], [0.3515, -0.4459, -0.0863], [1.6244, 2.4916, -0.4371], [0.0373, 0.2209, -0.2983], [-0.4227, 0.3007, 0.0667], [-0.5076, 3.0214, -1.1243], [-0.1718, -0.5365, 0.0233], [-0.1254, 0.4507, -0.3838], [-0.0087, 0.5173, 0.1765], [-0.0727, 0.2073, 0.3262], [-0.1461, -0.0225, -0.0176], [0.0013, -0.0279, 0.1303], [-0.0412, -0.2869, 0.1149], [-0.0338, -0.0991, -0.1305], [0.2590, 0.0051, 0.0648], [-0.3356, -0.3967, -0.1658], [-0.0547, -0.2730, -0.3619], [-0.2198, -0.0170, -0.3256], [-0.2178, 0.1473, 0.8164], [0.3481, -0.0893, 0.4738], [0.0114, 0.2967, -0.2747], [-0.1105, 0.3579, 0.4046], [-0.0696, 0.1477, -0.0878], [1.0699, -0.4834, -1.0350]], "total_energy_ev": -88812.1754, "total_charge": 1, "e_homo_ha": [-0.332, -0.376], "e_above_lowest_kcal_mol": 11.5, "multiplicity": 5}

No. 2
{"formula": "C6H8O2", "method": "the ωB97M-V functional and the def2-TZVPD basis", "elements": ["C", "C", "C", "C", "O", "C", "C", "O", "H", "H", "H", "H", "H", "H", "H", "H"], "xyz": [[1.781975, 1.767581, -0.562314], [1.063706, 0.835764, -0.336753], [0.288185, -0.449044, -0.171861], [1.090288, -1.470753, 0.621581], [-0.145071, -0.917209, -1.424091], [-0.863405, 0.161384, 0.661219], [-1.853328, 0.978977, -0.120469], [-0.985591, -0.100398, 1.838460], [2.438236, 2.577539, -0.708141], [1.930673, -1.821851, 0.025922], [1.464016, -1.021484, 1.537834], [0.441663, -2.301137, 0.901228], [-0.404477, -1.841912, -1.335165], [-1.921863, 0.651104, -1.154813], [-2.829691, 0.943751, 0.356009], [-1.495316, 2.007689, -0.128647]], "forces_ev_per_a": [[-0.2879, -0.2386, 0.2993], [0.5210, -1.3287, -0.9328], [0.5873, 1.7465, 0.8985], [-0.0880, 0.1693, -0.0792], [0.0265, -0.0099, -0.2422], [-1.1279, -1.5207, 0.3760], [-0.0108, 0.2969, 0.0660], [0.1728, 0.4161, -0.4676], [0.1846, 0.4162, -0.0813], [-0.0216, -0.0210, -0.0383], [-0.0236, -0.0182, 0.0055], [0.0086, -0.0756, -0.0224], [0.0365, 0.0614, 0.0941], [0.0542, -0.0428, 0.0359], [0.0492, 0.0166, 0.0949], [-0.0808, 0.1326, -0.0066]], "total_energy_ev": -10444.2992, "smiles": "C#C[C@](C)(O)C(C)=O", "e_homo_ha": -0.346, "e_above_lowest_kcal_mol": 56.0, "multiplicity": 1}

No. 3
{"formula": "C2H2Cl3NO", "method": "the ωB97M-V functional and the def2-TZVPD basis", "elements": ["Cl", "C", "Cl", "Cl", "N", "C", "O", "H", "H"], "xyz": [[2.467344, 0.516939, 1.666523], [2.522194, -0.112076, -0.052187], [2.885335, -1.803682, -0.180868], [3.933118, 0.791020, -0.847859], [1.330960, 0.200670, -0.697231], [0.095425, 0.303068, -0.065326], [0.816222, 1.490809, -0.429162], [-0.810513, 0.244348, -0.741513], [-0.336936, 0.156978, 0.950339]], "forces_ev_per_a": [[0.4216, -0.6664, -0.1652], [1.7542, 1.4988, 1.2623], [-0.4033, -0.1906, 0.2543], [-1.1677, -0.4303, 0.3299], [-0.0738, -1.2189, -1.8556], [-3.5840, 1.3813, -0.7980], [-0.1404, 0.2698, 0.8618], [1.3431, -0.6194, 0.3068], [1.8503, -0.0244, -0.1963]], "total_energy_ev": -43207.6864, "smiles": "ClC(Cl)(Cl)N1CO1", "e_homo_ha": -0.386, "e_above_lowest_kcal_mol": 75.5, "multiplicity": 1}

What did the third record say?
{"formula": "C2H2Cl3NO", "method": "the ωB97M-V functional and the def2-TZVPD basis", "elements": ["Cl", "C", "Cl", "Cl", "N", "C", "O", "H", "H"], "xyz": [[2.467344, 0.516939, 1.666523], [2.522194, -0.112076, -0.052187], [2.885335, -1.803682, -0.180868], [3.933118, 0.791020, -0.847859], [1.330960, 0.200670, -0.697231], [0.095425, 0.303068, -0.065326], [0.816222, 1.490809, -0.429162], [-0.810513, 0.244348, -0.741513], [-0.336936, 0.156978, 0.950339]], "forces_ev_per_a": [[0.4216, -0.6664, -0.1652], [1.7542, 1.4988, 1.2623], [-0.4033, -0.1906, 0.2543], [-1.1677, -0.4303, 0.3299], [-0.0738, -1.2189, -1.8556], [-3.5840, 1.3813, -0.7980], [-0.1404, 0.2698, 0.8618], [1.3431, -0.6194, 0.3068], [1.8503, -0.0244, -0.1963]], "total_energy_ev": -43207.6864, "smiles": "ClC(Cl)(Cl)N1CO1", "e_homo_ha": -0.386, "e_above_lowest_kcal_mol": 75.5, "multiplicity": 1}